Formula: CN2O3
Source: the OMol25 dataset
Level of theory: ωB97M-V/def2-TZVPD

Geometry as XYZ:
```
6
Properties=species:S:1:pos:R:3:forces:R:3:lowdin_charge:R:1
C -0.25326 0.61283 -0.89021 -1.2 3.1 -4.6 -0.568
N 0.00087 0.82458 -1.98786 1.0 -0.1 -1.6 0.203
N 0.20951 -0.57075 0.83787 -3.2 3.9 0.4 -0.322
O 0.25196 -0.47526 1.94418 0.5 -0.6 5.6 0.302
O -0.77984 0.62230 0.19519 -1.6 0.2 4.6 0.124
O 0.57075 -1.01370 -0.09917 4.6 -6.5 -4.3 0.261
```
Forces are in eV/Å.

Calculated values
energy relative to the best compared isomer or geometry (same formula, charge and spin)	140.7	kcal/mol
SMILES	N#CO[N+](=O)[O-]
2S+1	1
frontier orbital gap	10.12	eV
HOMO energy	-10.79	eV
calculated total energy	-10152.5240	eV
largest force on an atom	9.00	eV/A
E_LUMO	-0.7	eV


Formula: C41H42N7O2S2TeTi
Source: the OMol25 dataset
Level of theory: ωB97M-V/def2-TZVPD

Geometry as XYZ:
```
96
Properties=species:S:1:pos:R:3:forces:R:3:lowdin_charge:R:1
Ti -1.92351 1.31607 -0.37018 0.0 -0.1 0.2 0.518
N -2.79382 -2.15303 2.57424 0.0 0.0 0.0 0.046
C -2.59773 -1.26101 1.52544 0.0 0.0 0.0 -0.870
S -1.78909 0.21847 1.93439 0.0 0.0 0.0 0.624
N -3.04187 -1.64824 0.37590 0.0 0.0 0.0 0.013
N -2.87654 -0.72625 -0.64928 0.0 0.0 0.0 -0.062
C -3.32741 -1.14698 -1.76598 0.0 0.0 -0.1 -0.078
C -3.34254 -0.42440 -3.03098 0.0 0.0 0.0 -0.142
C -3.96696 -1.04699 -4.11026 0.0 0.0 0.0 -0.055
C -4.03227 -0.46565 -5.36466 0.0 0.0 0.0 -0.124
C -3.44592 0.78277 -5.54929 0.0 0.0 0.0 -0.110
C -2.81732 1.42261 -4.49850 0.0 0.0 0.0 -0.016
C -2.74786 0.84154 -3.22330 0.0 0.0 0.0 -0.348
O -2.15310 1.49979 -2.25716 0.0 0.0 -0.1 -0.195
H -2.12504 -2.05300 3.32038 0.0 0.0 0.0 0.051
H -2.93937 -3.10065 2.25832 0.0 0.0 0.0 0.074
H -3.76399 -2.14574 -1.78094 0.0 0.0 0.0 0.120
H -4.40970 -2.02449 -3.94707 0.0 0.0 0.0 0.102
H -4.52413 -0.97580 -6.18329 0.0 0.0 0.0 0.081
H -3.47613 1.25941 -6.52306 0.0 0.0 0.0 0.089
H -2.34580 2.38905 -4.62873 0.0 0.0 0.0 0.111
N -2.60500 3.71732 1.60996 0.0 0.0 0.0 -0.003
C -2.09514 3.36810 0.29513 0.0 0.0 0.0 -1.038
N -2.56040 4.34939 -0.67231 0.0 0.0 0.0 -0.005
S -0.36720 3.04460 0.22424 0.0 0.0 0.0 0.522
H -3.55394 3.36145 1.69962 0.0 0.0 0.0 0.038
H -2.05340 3.22351 2.30127 0.0 0.0 0.0 0.029
H -3.57447 4.39013 -0.61501 0.0 0.0 0.0 0.049
H -2.33872 4.00648 -1.60191 0.0 0.0 0.0 0.044
C 4.09222 0.60576 6.69812 0.0 0.0 0.0 -0.072
C 3.48240 0.52369 5.32274 0.0 0.0 0.0 -0.290
C 2.74962 -0.58540 4.92656 0.0 0.0 0.0 -0.033
C 2.19438 -0.68265 3.65025 0.0 0.0 0.0 -0.283
C 1.36076 -1.88815 3.31154 0.0 0.0 0.0 -0.058
C 2.39800 0.35015 2.73349 0.0 0.0 0.0 -0.260
Te 1.54402 0.43223 0.56546 0.0 0.0 0.0 1.607
N -0.04890 0.11694 -0.81905 0.1 0.0 0.0 -0.327
C 0.31604 -0.31615 -2.02816 0.0 0.0 0.0 -0.647
O -0.40847 -0.96088 -2.80623 0.0 0.0 0.0 0.009
C 1.69502 0.02990 -2.57761 0.0 0.0 0.0 -0.188
C 2.51267 -0.95408 -3.12341 0.0 0.0 0.0 -0.038
C 3.74544 -0.62365 -3.66656 0.0 0.0 0.0 -0.099
C 4.15850 0.70363 -3.70137 0.0 0.0 0.0 -0.123
C 3.33484 1.69403 -3.18171 0.0 0.0 0.0 -0.100
C 2.11445 1.35718 -2.61009 0.0 0.0 0.0 -0.067
C 2.41603 -1.47685 0.15479 0.0 0.0 0.0 -0.335
C 1.64393 -2.63011 -0.02218 0.0 0.0 0.0 -0.288
C 0.15115 -2.67493 0.14596 0.0 0.0 0.0 -0.073
C 2.28729 -3.82227 -0.36879 0.0 0.0 0.0 -0.024
C 3.65712 -3.90268 -0.53756 0.0 0.0 0.0 -0.282
C 4.32420 -5.19796 -0.91932 0.0 0.0 0.0 -0.066
C 4.40734 -2.74727 -0.34783 0.0 0.0 0.0 -0.032
C 3.81022 -1.53989 -0.01213 0.0 0.0 0.0 -0.295
C 4.68424 -0.32223 0.12598 0.0 0.0 0.0 -0.073
C 3.08926 1.50157 3.13396 0.0 0.0 0.0 -0.316
C 3.24810 2.69765 2.22508 0.0 0.0 0.0 -0.102
C 3.63185 1.56458 4.41624 0.0 0.0 0.0 -0.037
H 3.68590 -0.16572 7.35375 0.0 0.0 0.0 0.064
H 3.90023 1.57695 7.15894 0.0 0.0 0.0 0.070
H 5.17671 0.47119 6.65942 0.0 0.0 0.0 0.071
H 2.58652 -1.39545 5.63318 0.0 0.0 0.0 0.103
H 1.13523 -2.46444 4.21154 0.0 0.0 0.0 0.072
H 1.87255 -2.54148 2.60308 0.0 0.0 0.0 0.075
H 0.42294 -1.57149 2.85084 0.0 0.0 0.0 0.030
H 2.17101 -1.98238 -3.10390 0.0 0.0 0.0 0.118
H 4.38749 -1.40184 -4.06414 0.0 0.0 0.0 0.091
H 5.11920 0.96345 -4.13183 0.0 0.0 0.0 0.085
H 3.64612 2.73193 -3.21111 0.0 0.0 0.0 0.094
H 1.46934 2.11763 -2.18163 0.0 0.0 0.0 0.094
H -0.21077 -1.88896 0.80237 0.0 0.0 0.0 0.006
H -0.14841 -3.64650 0.54836 0.0 0.0 0.0 0.084
H -0.35278 -2.52414 -0.81171 0.0 0.0 0.0 0.079
H 1.68134 -4.71384 -0.50360 0.0 0.0 0.0 0.112
H 3.59620 -6.00669 -0.99051 0.0 0.0 0.0 0.066
H 5.07994 -5.48630 -0.18466 0.0 0.0 0.0 0.071
H 4.82553 -5.11179 -1.88640 0.0 0.0 0.0 0.073
H 5.48513 -2.78132 -0.48116 0.0 0.0 0.0 0.109
H 5.72916 -0.58230 -0.05276 0.0 0.0 0.0 0.072
H 4.60198 0.11326 1.12456 0.0 0.0 0.0 0.060
H 4.38931 0.44395 -0.59551 0.0 0.0 0.0 0.060
H 2.27766 3.08581 1.90635 0.0 0.0 0.0 0.042
H 3.79910 2.44395 1.31673 0.0 0.0 0.0 0.055
H 3.78300 3.49717 2.74111 0.0 0.0 0.0 0.067
H 4.17093 2.45970 4.71713 0.0 0.0 0.0 0.106
N -9.48921 2.39289 0.26176 0.0 0.0 0.0 0.098
C -8.34904 2.23535 0.18832 0.0 0.0 0.0 -0.222
C -6.93291 2.03972 0.09817 0.0 0.0 0.0 -0.274
C -6.21318 1.52709 1.17866 0.0 0.0 0.0 -0.055
C -4.84472 1.33974 1.07587 0.0 0.0 0.0 -0.138
C -4.10006 1.64707 -0.08233 0.0 0.0 0.0 -0.191
C -4.87365 2.16437 -1.14431 0.0 0.0 0.0 -0.113
C -6.24303 2.35678 -1.07339 0.0 0.0 0.0 -0.051
H -6.73455 1.27248 2.09481 0.0 0.0 0.0 0.105
H -4.32904 0.93388 1.93969 0.0 0.0 0.0 0.050
H -4.38750 2.42708 -2.07696 0.0 0.0 0.0 0.085
H -6.78698 2.75257 -1.92390 0.0 0.0 0.0 0.105
```
Forces are in eV/Å.

Calculated values
net charge	-2
energy relative to the best compared isomer or geometry (same formula, charge and spin)	56.7	kcal/mol
2S+1	2
⟨S²⟩	0.759
frontier orbital gap (alpha / beta)	5.26 / 5.23	eV
HOMO energy (alpha / beta)	-1.41 / -1.39	eV
calculated total energy	-109806.5920	eV
largest force on an atom	0.21	eV/A
E_LUMO (alpha / beta)	3.8 / 3.8	eV


Formula: C10H9N2O
Source: the OMol25 dataset
Level of theory: ωB97M-V/def2-TZVPD

Geometry as XYZ:
```
22
Properties=species:S:1:pos:R:3:forces:R:3:lowdin_charge:R:1
C -1.02837 -0.77623 -3.17575 -0.7 1.0 1.7 0.052
C -1.17553 0.60159 -2.67852 -1.3 -2.4 -5.0 -0.036
C -0.67401 -1.71847 -2.24940 1.0 -0.3 0.3 0.030
C -0.82457 0.91011 -1.49241 1.8 1.8 5.9 0.002
C -0.34511 -1.31995 -0.95613 1.0 -4.7 -0.5 -0.185
C -0.31814 -0.06716 -0.51466 0.0 5.3 1.8 -0.053
C 1.12989 -2.86065 0.11470 -1.2 0.5 -0.1 -0.294
C 1.10250 2.15735 3.49888 0.1 1.7 5.4 0.057
C 0.51395 1.24558 2.75595 -0.2 -4.2 -3.0 -0.156
C 0.29307 1.25596 1.39039 -0.1 8.1 3.9 -0.146
N 0.14112 -2.22585 -0.02534 -2.9 1.3 -1.1 0.200
N 0.19118 0.17915 0.77054 -2.8 -6.1 -8.3 0.117
O 1.99223 -3.47027 0.46549 4.1 -2.8 1.1 0.298
H -1.37992 -1.03727 -4.13765 0.1 -0.2 -1.0 0.116
H -1.64572 1.30336 -3.36105 0.3 0.1 0.2 0.137
H -0.40966 -2.75402 -2.42809 -0.6 0.0 -0.5 0.140
H -0.91684 1.91510 -1.11338 -0.1 0.3 -0.2 0.122
H 0.90075 1.93931 4.60461 0.9 0.7 -1.4 0.108
H 1.62212 3.06765 3.28994 -0.1 0.3 -0.6 0.076
H 0.48847 0.16704 3.18801 -0.3 1.8 -0.4 0.159
H 0.02765 2.13765 0.80845 0.6 0.2 0.5 0.141
H 0.31496 -0.64995 1.24540 0.5 -2.3 1.3 0.117
```
Forces are in eV/Å.

Calculated values
net charge	+1
energy relative to the best compared isomer or geometry (same formula, charge and spin)	6.0	kcal/mol
2S+1	3
⟨S²⟩	2.032
frontier orbital gap (alpha / beta)	7.02 / 5.60	eV
HOMO energy (alpha / beta)	-10.48 / -13.54	eV
calculated total energy	-15531.6508	eV
largest force on an atom	10.67	eV/A
E_LUMO (alpha / beta)	-3.5 / -7.9	eV


Repeat the third record exactly.
Formula: C10H9N2O
Source: the OMol25 dataset
Level of theory: ωB97M-V/def2-TZVPD

Geometry as XYZ:
```
22
Properties=species:S:1:pos:R:3:forces:R:3:lowdin_charge:R:1
C -1.02837 -0.77623 -3.17575 -0.7 1.0 1.7 0.052
C -1.17553 0.60159 -2.67852 -1.3 -2.4 -5.0 -0.036
C -0.67401 -1.71847 -2.24940 1.0 -0.3 0.3 0.030
C -0.82457 0.91011 -1.49241 1.8 1.8 5.9 0.002
C -0.34511 -1.31995 -0.95613 1.0 -4.7 -0.5 -0.185
C -0.31814 -0.06716 -0.51466 0.0 5.3 1.8 -0.053
C 1.12989 -2.86065 0.11470 -1.2 0.5 -0.1 -0.294
C 1.10250 2.15735 3.49888 0.1 1.7 5.4 0.057
C 0.51395 1.24558 2.75595 -0.2 -4.2 -3.0 -0.156
C 0.29307 1.25596 1.39039 -0.1 8.1 3.9 -0.146
N 0.14112 -2.22585 -0.02534 -2.9 1.3 -1.1 0.200
N 0.19118 0.17915 0.77054 -2.8 -6.1 -8.3 0.117
O 1.99223 -3.47027 0.46549 4.1 -2.8 1.1 0.298
H -1.37992 -1.03727 -4.13765 0.1 -0.2 -1.0 0.116
H -1.64572 1.30336 -3.36105 0.3 0.1 0.2 0.137
H -0.40966 -2.75402 -2.42809 -0.6 0.0 -0.5 0.140
H -0.91684 1.91510 -1.11338 -0.1 0.3 -0.2 0.122
H 0.90075 1.93931 4.60461 0.9 0.7 -1.4 0.108
H 1.62212 3.06765 3.28994 -0.1 0.3 -0.6 0.076
H 0.48847 0.16704 3.18801 -0.3 1.8 -0.4 0.159
H 0.02765 2.13765 0.80845 0.6 0.2 0.5 0.141
H 0.31496 -0.64995 1.24540 0.5 -2.3 1.3 0.117
```
Forces are in eV/Å.

Calculated values
net charge	+1
energy relative to the best compared isomer or geometry (same formula, charge and spin)	6.0	kcal/mol
2S+1	3
⟨S²⟩	2.032
frontier orbital gap (alpha / beta)	7.02 / 5.60	eV
HOMO energy (alpha / beta)	-10.48 / -13.54	eV
calculated total energy	-15531.6508	eV
largest force on an atom	10.67	eV/A
E_LUMO (alpha / beta)	-3.5 / -7.9	eV